No. 1
Below is a 15-piece molecular cluster, C15H60N26O15 overall in a non-equilibrium geometry, with properties calculated with ωB97M-V with the def2-TZVPD basis set.

Atoms and positions in Å:
C: -0.843 -2.022 -4.134
O: -1.952 -2.532 -3.383
H: -0.972 -0.997 -4.483
H: 0.172 -2.023 -3.736
H: -0.727 -2.799 -4.890
H: -1.909 -3.481 -3.248
C: 3.289 -3.381 1.857
O: 2.907 -2.476 0.884
H: 4.293 -3.217 2.248
H: 2.743 -3.345 2.800
H: 3.367 -4.345 1.355
H: 3.581 -2.410 0.204
C: 1.456 0.559 5.102
O: 0.352 0.629 5.612
N: 1.719 -0.388 4.283
N: 2.422 1.418 5.249
H: 0.990 -1.011 3.965
H: 2.623 -0.501 3.848
H: 2.187 2.139 5.916
H: 3.156 1.368 4.557
C: -0.538 1.872 -4.952
O: -0.546 1.645 -3.774
N: -1.547 1.922 -5.781
N: 0.592 1.915 -5.624
H: -1.398 1.899 -6.779
H: -2.463 1.752 -5.389
H: 1.418 1.958 -5.044
H: 0.722 2.340 -6.531
C: -1.931 -0.960 3.326
O: -0.887 -1.549 3.126
N: -3.098 -1.295 2.854
N: -2.047 -0.096 4.314
H: -3.943 -0.750 2.950
H: -3.103 -1.998 2.129
H: -1.326 0.207 4.953
H: -3.015 0.175 4.414
C: -3.063 3.607 -1.694
O: -2.487 4.612 -2.044
N: -4.019 3.635 -0.873
N: -2.893 2.397 -2.151
H: -4.259 4.513 -0.434
H: -4.310 2.734 -0.522
H: -2.066 2.202 -2.698
H: -3.590 1.729 -1.856
C: -0.529 -5.007 1.642
O: -0.104 -5.994 1.128
N: -1.692 -4.947 2.204
N: 0.109 -3.858 1.728
H: -1.994 -4.101 2.665
H: -2.170 -5.825 2.349
H: -0.257 -3.017 2.150
H: 1.051 -3.951 1.377
C: 0.118 3.441 2.490
O: 1.139 3.564 1.947
N: -0.874 2.697 2.131
N: -0.165 4.072 3.555
H: -1.719 2.771 2.679
H: -0.822 2.029 1.376
H: 0.511 4.757 3.864
H: -0.882 3.658 4.132
C: -0.235 0.235 -0.050
O: -1.302 0.698 0.287
N: 0.134 0.157 -1.350
N: 0.580 -0.475 0.761
H: 0.905 -0.430 -1.631
H: -0.449 0.641 -2.018
H: 0.061 -0.912 1.509
H: 1.416 -0.956 0.462
C: -3.450 -2.865 -0.333
O: -3.777 -3.085 0.788
N: -2.282 -2.478 -0.644
N: -4.188 -3.083 -1.349
H: -1.686 -2.289 0.149
H: -1.977 -2.440 -1.607
H: -5.150 -3.377 -1.259
H: -3.898 -2.889 -2.297
C: 2.121 -3.005 -2.045
O: 2.106 -1.833 -2.002
N: 1.062 -3.772 -1.971
N: 3.211 -3.670 -2.184
H: 1.129 -4.686 -2.396
H: 0.178 -3.292 -1.880
H: 3.366 -4.636 -1.933
H: 3.980 -3.015 -2.174
C: 3.923 1.011 2.343
O: 4.451 1.488 3.307
N: 4.288 -0.052 1.728
N: 2.895 1.559 1.732
H: 5.112 -0.512 2.087
H: 3.828 -0.502 0.950
H: 2.544 1.061 0.926
H: 2.345 2.351 2.030
C: 2.618 3.622 -1.253
O: 3.191 3.437 -2.310
N: 1.675 2.855 -0.896
N: 2.804 4.590 -0.448
H: 1.273 2.995 0.020
H: 1.471 2.014 -1.418
H: 3.509 5.270 -0.694
H: 2.281 4.736 0.403
C: -4.713 1.616 2.016
O: -4.267 1.821 3.138
N: -4.116 1.005 1.033
N: -5.880 1.989 1.672
H: -4.614 0.815 0.175
H: -3.147 0.770 1.192
H: -6.294 2.604 2.358
H: -6.194 1.982 0.712
C: 3.685 0.453 -3.857
O: 3.969 -0.508 -4.506
N: 3.668 1.559 -4.378
N: 3.269 0.539 -2.650
H: 4.183 1.617 -5.245
H: 3.621 2.270 -3.663
H: 3.168 -0.367 -2.216
H: 2.826 1.427 -2.464

The value obtained for the molecular weight is 844.8 g mol⁻¹. Its HOMO energy is -0.3355 Eh. The value obtained for the energy is -3160.13682 Eh. For the max |F|, the calculation gives 10.5 eV/Å. The calculation puts the HOMO-LUMO gap at 9.1 eV.


No. 2
Below is a 15-piece molecular cluster, C15H60O15 overall in a non-equilibrium geometry, with properties calculated with ωB97M-V with the def2-TZVPD basis set.

Atoms and positions in Å:
C: -3.759 -2.300 -1.945
O: -4.728 -2.528 -2.973
H: -4.286 -1.767 -1.153
H: -3.510 -3.277 -1.530
H: -2.847 -1.795 -2.262
H: -5.549 -2.090 -2.738
C: -0.807 3.850 -2.484
O: -0.567 4.599 -1.361
H: -1.190 4.443 -3.315
H: 0.181 3.489 -2.770
H: -1.494 3.035 -2.256
H: -1.307 5.202 -1.257
C: 4.499 0.138 2.209
O: 3.228 -0.077 1.661
H: 5.137 0.773 1.596
H: 4.359 0.530 3.216
H: 5.132 -0.736 2.361
H: 2.665 0.650 1.936
C: -2.542 -3.059 1.543
O: -2.686 -1.651 1.675
H: -2.163 -3.308 0.552
H: -1.907 -3.620 2.229
H: -3.547 -3.481 1.579
H: -1.846 -1.239 1.456
C: 1.384 -3.151 1.449
O: 2.677 -2.795 1.819
H: 1.219 -2.546 0.557
H: 1.372 -4.213 1.206
H: 0.608 -2.897 2.171
H: 2.870 -1.888 1.570
C: -3.149 2.736 1.013
O: -4.295 2.574 1.785
H: -2.440 1.919 1.148
H: -3.349 2.764 -0.058
H: -2.642 3.674 1.242
H: -4.390 1.649 2.023
C: 3.711 -1.827 -1.365
O: 3.487 -1.217 -2.615
H: 3.420 -2.877 -1.386
H: 4.758 -1.725 -1.079
H: 3.019 -1.245 -0.756
H: 3.651 -0.271 -2.599
C: 0.001 0.048 -0.357
O: -0.461 -0.054 0.946
H: -0.358 0.969 -0.816
H: 1.090 0.082 -0.366
H: -0.356 -0.730 -1.032
H: 0.100 0.556 1.430
C: 1.409 -1.397 4.557
O: 0.198 -1.596 5.314
H: 1.995 -0.559 4.933
H: 2.026 -2.290 4.663
H: 1.078 -1.194 3.538
H: -0.348 -0.816 5.188
C: 1.167 2.531 3.242
O: 1.356 1.741 2.090
H: 2.053 3.127 3.459
H: 0.277 3.154 3.148
H: 0.973 1.877 4.092
H: 1.432 2.434 1.430
C: -2.013 0.535 4.197
O: -1.186 0.998 5.203
H: -1.992 -0.554 4.180
H: -3.044 0.813 4.416
H: -1.720 0.866 3.201
H: -1.617 0.873 6.052
C: -3.912 0.913 -2.439
O: -4.156 2.211 -2.864
H: -4.062 0.293 -3.323
H: -2.882 0.787 -2.104
H: -4.596 0.657 -1.631
H: -3.592 2.383 -3.622
C: 0.262 -2.753 -3.455
O: 0.838 -4.018 -3.213
H: 0.439 -2.648 -4.525
H: -0.805 -2.792 -3.233
H: 0.709 -2.000 -2.805
H: 1.732 -3.923 -3.551
C: 0.652 0.768 -4.350
O: -0.230 0.150 -5.273
H: 1.206 1.563 -4.849
H: 0.032 1.312 -3.638
H: 1.328 0.096 -3.821
H: 0.256 -0.277 -5.982
C: 3.737 1.852 -1.320
O: 3.793 1.585 -2.714
H: 4.451 2.627 -1.040
H: 2.696 2.027 -1.047
H: 4.003 0.944 -0.780
H: 3.664 2.385 -3.227

The value obtained for the molecular weight is 480.6 g mol⁻¹. Its HOMO energy is -0.3525 Eh. The value obtained for the energy is -1735.78825 Eh. For the max |F|, the calculation gives 2.1 eV/Å. The calculation puts the HOMO-LUMO gap at 9.6 eV. The energy relative to the best compared isomer or geometry (same formula, charge and spin) is 8.119 eV.


No. 3
Below is C15H64BNO28 as an isolated structure in a non-equilibrium geometry, with properties calculated with ωB97M-V with the def2-TZVPD basis set.

Atoms and positions in Å:
C: 19.578 28.280 12.583
C: 19.842 29.716 12.900
C: 19.210 30.285 14.197
C: 17.611 30.516 13.928
N: 16.924 31.000 15.173
C: 15.420 31.151 15.039
C: 15.030 32.652 15.482
C: 16.275 33.344 15.236
C: 17.330 32.369 15.503
C: 17.147 30.103 16.333
C: 16.747 28.664 16.065
C: 16.595 27.795 17.497
H: 20.305 27.705 13.318
H: 20.184 27.875 11.650
H: 18.473 27.927 12.677
H: 19.653 30.621 12.181
H: 20.909 29.735 12.965
H: 19.907 31.250 14.307
H: 19.529 29.803 15.007
H: 17.184 29.587 13.682
H: 17.598 31.193 13.047
H: 14.765 30.434 15.362
H: 15.203 31.296 13.990
H: 14.600 32.642 16.649
H: 14.216 32.972 14.937
H: 16.389 34.284 15.810
H: 16.424 33.649 14.192
H: 17.624 32.524 16.460
H: 18.334 32.689 15.049
H: 16.551 30.443 17.206
H: 18.159 30.232 16.549
H: 17.576 28.183 15.493
H: 15.787 28.489 15.597
H: 15.871 28.327 18.009
H: 17.576 27.874 18.001
H: 16.115 26.855 17.455
O: 18.324 26.763 20.167
C: 18.356 27.990 20.359
O: 19.164 28.688 19.755
B: 18.848 30.141 20.136
O: 17.673 30.031 20.950
C: 17.443 28.847 21.030
O: 16.198 28.474 21.167
O: 18.639 31.006 18.914
C: 19.509 32.006 19.034
O: 19.466 33.076 18.439
C: 20.452 31.638 20.050
O: 20.051 30.706 20.807
O: 21.404 32.327 20.241
O: 12.586 33.066 18.799
H: 12.330 33.616 17.989
H: 12.797 32.133 18.532
O: 16.870 34.182 18.598
H: 16.902 35.080 17.933
H: 17.685 34.204 19.000
O: 19.254 26.120 9.311
H: 19.617 25.472 8.569
H: 19.878 26.379 9.984
O: 15.322 25.217 19.845
H: 14.787 25.657 20.497
H: 16.218 25.695 19.577
O: 12.935 28.507 14.025
H: 12.348 28.094 13.347
H: 12.625 28.102 14.916
O: 16.549 29.154 11.068
H: 16.729 28.605 10.371
H: 16.278 28.514 11.631
O: 23.390 27.762 11.793
H: 24.274 28.057 12.107
H: 22.900 27.448 12.589
O: 18.928 25.711 14.956
H: 19.377 26.479 15.416
H: 18.090 25.813 14.717
O: 21.289 25.760 11.198
H: 22.094 26.192 11.448
H: 21.595 25.648 10.346
O: 20.553 25.973 18.727
H: 20.098 26.721 19.034
H: 19.655 25.571 18.565
O: 21.458 33.311 15.675
H: 20.652 33.548 15.173
H: 20.927 32.872 16.444
O: 15.407 27.851 13.104
H: 15.856 27.049 13.434
H: 14.574 28.202 13.658
O: 19.728 34.555 13.828
H: 19.497 34.161 13.106
H: 19.097 35.132 14.025
O: 17.102 31.700 10.285
H: 16.103 32.104 10.490
H: 17.153 30.917 10.801
O: 16.935 36.615 16.862
H: 17.307 37.091 16.118
H: 16.069 36.806 16.546
O: 23.522 31.081 13.161
H: 23.947 31.857 12.917
H: 23.422 31.015 14.088
O: 12.898 30.430 17.716
H: 12.454 29.950 18.418
H: 12.118 30.270 16.994
O: 14.218 30.699 11.351
H: 13.591 30.342 10.733
H: 15.037 30.195 11.113
O: 19.319 32.878 11.506
H: 19.797 32.671 10.580
H: 18.456 32.698 11.216
O: 11.453 31.817 13.037
H: 11.924 32.793 13.043
H: 12.127 31.166 13.367

The value obtained for the molecular weight is 717.5 g mol⁻¹. Its HOMO energy is -0.3663 Eh. The value obtained for the energy is -2796.09215 Eh. For the max |F|, the calculation gives 13.3 eV/Å. The calculation puts the HOMO-LUMO gap at 8.9 eV. The energy relative to the best compared isomer or geometry (same formula, charge and spin) is 1.307 eV.


No. 4
Below is a 20-piece molecular cluster, C15H67BN3O27P overall in a non-equilibrium geometry, with properties calculated with ωB97M-V with the def2-TZVPD basis set.

Atoms and positions in Å:
C: 5.560 0.151 -0.951
C: 4.509 -0.830 -0.430
O: 3.248 -0.160 -0.215
B: 2.300 -0.281 -1.164
O: 2.646 -0.570 -2.497
C: 0.753 -0.111 -0.758
C: 0.563 -1.289 0.288
C: -0.063 -2.561 -0.250
C: -1.488 -2.897 0.162
N: 0.624 -3.327 -0.998
C: -0.271 -0.444 -1.868
O: -0.139 -0.997 -2.916
N: -1.513 0.104 -1.384
C: -1.129 1.476 -1.009
C: -1.232 2.237 -2.351
N: -1.327 3.705 -2.241
C: 0.265 1.307 -0.270
C: 0.216 1.458 1.287
C: -1.148 1.476 1.944
O: -1.958 0.316 1.645
C: -3.185 0.392 2.265
O: -3.279 0.272 3.457
C: -4.361 0.598 1.357
C: -4.635 -0.604 0.441
P: 1.456 2.657 -0.680
O: 2.689 2.601 0.108
O: 1.790 2.702 -2.246
O: 0.631 3.990 -0.320
H: 6.094 -0.215 -1.815
H: 6.300 0.319 -0.171
H: 5.102 1.122 -1.137
H: 4.815 -1.190 0.551
H: 4.401 -1.716 -1.056
H: 2.569 -1.521 -2.649
H: 0.017 -0.988 1.177
H: 1.555 -1.595 0.629
H: -1.724 -2.395 1.102
H: -1.582 -3.969 0.323
H: -2.209 -2.537 -0.574
H: 0.044 -4.122 -1.266
H: -1.963 -0.416 -0.644
H: -1.967 1.869 -0.432
H: -0.461 1.949 -3.072
H: -2.172 1.881 -2.776
H: -1.557 3.926 -1.279
H: -2.138 3.958 -2.793
H: 0.660 2.410 1.580
H: 0.855 0.707 1.745
H: -1.008 1.548 3.026
H: -1.709 2.366 1.638
H: -4.198 1.483 0.737
H: -5.220 0.747 2.007
H: -4.536 -1.563 0.945
H: -4.027 -0.609 -0.462
H: -5.671 -0.543 0.116
H: 1.603 1.886 -2.727
H: 1.092 4.723 -0.756
O: -3.279 -0.539 6.379
H: -3.314 -0.240 5.461
H: -2.365 -0.824 6.491
O: 7.971 -1.839 -0.687
H: 8.550 -2.201 -1.372
H: 8.454 -1.974 0.134
O: -4.213 -0.153 -3.611
H: -3.729 -0.596 -4.315
H: -3.641 -0.254 -2.840
O: -3.514 2.667 6.943
H: -3.477 1.735 6.696
H: -3.856 3.122 6.165
O: -1.784 -2.645 8.762
H: -1.588 -2.049 9.491
H: -2.435 -2.172 8.235
O: 8.514 -3.880 -2.515
H: 8.555 -4.006 -3.469
H: 7.695 -4.312 -2.257
O: 5.408 -1.099 -3.916
H: 4.565 -0.630 -4.007
H: 5.467 -1.631 -4.719
O: -3.082 4.818 -0.014
H: -2.866 5.369 0.746
H: -3.754 5.317 -0.489
O: -4.844 5.335 5.653
H: -4.087 5.786 6.038
H: -5.583 5.551 6.239
O: -6.991 -2.594 0.925
H: -7.479 -3.194 0.352
H: -6.984 -3.062 1.771
O: 6.134 -4.478 -4.137
H: 5.792 -3.687 -3.702
H: 5.835 -4.416 -5.049
O: -7.321 -5.102 2.256
H: -6.766 -5.685 1.727
H: -7.556 -5.625 3.029
O: -7.372 4.907 7.060
H: -7.023 4.038 7.292
H: -8.229 4.726 6.664
O: -4.014 3.605 -3.845
H: -4.060 3.376 -4.779
H: -4.802 3.204 -3.465
O: 3.636 -4.209 0.078
H: 2.767 -3.841 -0.134
H: 3.782 -4.874 -0.601
O: -8.209 -1.138 3.580
H: -7.735 -1.643 2.910
H: -7.676 -1.220 4.377
O: 8.023 -0.799 -5.411
H: 8.714 -0.436 -4.843
H: 7.244 -0.779 -4.842
O: 10.535 0.191 -6.745
H: 10.609 0.166 -7.702
H: 9.687 -0.226 -6.554
O: 6.996 1.771 -3.335
H: 7.211 2.023 -4.239
H: 6.576 0.907 -3.412

The value obtained for the molecular weight is 763.5 g mol⁻¹. Its HOMO energy is -0.3251 Eh. The value obtained for the energy is -3173.84032 Eh. For the max |F|, the calculation gives 1.1 eV/Å. The calculation puts the HOMO-LUMO gap at 8.7 eV. The energy relative to the best compared isomer or geometry (same formula, charge and spin) is 0.000 eV.